Entry from the Open Molecules 2025 dataset: a molecular structure, C17H33BrGeN2O5SbSe4Ti in a non-equilibrium geometry (ωB97M-V/def2-TZVPD).

CARTESIAN COORDINATES (ANGSTROEM)
1 Sb -1.864 3.621 -0.474
2 Br -6.900 -1.282 2.092
3 Se -3.400 3.699 1.418
4 Se -2.734 3.022 -2.677
5 Se 0.139 5.007 -0.353
6 Se -0.849 1.214 0.252
7 Ge 2.031 -3.431 -0.431
8 Ti 0.052 -0.902 0.196
9 O 1.196 1.133 -2.288
10 O -0.442 -1.319 2.189
11 O 2.667 0.997 0.052
12 O 2.710 -0.906 2.343
13 O -1.727 -1.960 0.563
14 N -3.133 -1.814 -2.571
15 N -2.558 -0.607 -2.053
16 C 2.287 -1.570 3.508
17 C -1.607 -1.436 1.706
18 C -2.622 -0.027 3.500
19 C -5.156 -0.762 2.650
20 C 0.552 1.207 -3.532
21 C 2.504 0.497 2.421
22 C 2.475 -4.991 -1.573
23 C 0.966 -4.311 0.979
24 C 2.525 2.244 -0.627
25 C -5.014 0.168 3.670
26 C 2.164 2.115 -2.096
27 C 3.281 1.166 1.312
28 C 3.754 -2.865 0.334
29 C 1.159 -1.957 -1.333
30 C -2.791 -0.932 2.462
31 C -3.744 0.533 4.090
32 C -4.056 -1.304 2.016
33 H 3.380 2.231 1.550
34 H -5.889 0.636 4.096
35 H 0.441 -2.363 -2.058
36 H 2.486 -2.632 3.369
37 H 3.492 2.771 -0.601
38 H 1.788 2.867 -0.108
39 H 1.265 1.073 -4.359
40 H 3.813 -3.070 1.402
41 H 1.216 -1.430 3.682
42 H 1.638 -5.011 1.480
43 H 0.154 -4.873 0.512
44 H 4.286 0.720 1.281
45 H -2.816 -2.551 -1.952
46 H -2.727 0.159 -2.696
47 H 3.898 -1.794 0.193
48 H -2.981 -0.340 -1.169
49 H 2.880 0.870 3.386
50 H -4.150 -1.790 -2.502
51 H 2.846 -1.214 4.385
52 H -0.185 0.406 -3.555
53 H 4.559 -3.402 -0.171
54 H 0.023 2.163 -3.649
55 H 1.957 -1.397 -1.825
56 H 1.782 3.105 -2.396
57 H 1.434 0.730 2.341
58 H 3.055 1.891 -2.707
59 H 0.534 -3.640 1.725
60 H -3.628 1.299 4.843
61 H 3.218 -4.724 -2.324
62 H -1.622 0.274 3.785
63 H 2.885 -5.786 -0.949
64 H -4.166 -1.987 1.184
65 H 1.591 -5.368 -2.086

Summary:
Energy relative to the best compared isomer or geometry (same formula, charge and spin)   2.565 eV
Total charge   -2
DFT total energy   -448980.72438 eV
Spin multiplicity   2

Entry from the Open Molecules 2025 dataset: a molecular structure, C17H33FeN4OS2Si (ωB97M-V/def2-TZVPD).

CARTESIAN COORDINATES (ANGSTROEM)
1 Fe -0.301 0.129 -0.011
2 S 0.112 2.370 0.788
3 S 0.075 -2.518 -0.548
4 Si -0.627 4.267 3.759
5 O -2.224 -0.136 -0.789
6 N 0.684 0.061 -2.081
7 N -4.097 -1.040 0.156
8 N 1.930 -0.262 0.417
9 N -1.199 0.482 1.992
10 C 0.929 4.810 2.907
11 C -1.252 2.548 3.240
12 C 2.656 0.382 -0.681
13 C -1.983 5.509 3.483
14 C -3.399 -0.066 -0.387
15 C -0.027 -0.933 -2.888
16 C -0.833 1.777 2.136
17 C -0.286 4.104 5.587
18 C -2.063 -0.071 2.851
19 C 1.808 -2.740 -0.057
20 C 0.152 -2.355 -2.359
21 C -3.547 -2.373 0.363
22 C 2.368 -1.603 0.803
23 C 2.143 -0.089 -2.030
24 C -2.178 1.942 4.085
25 C -5.479 -0.784 0.582
26 C -2.614 0.634 3.894
27 H -2.574 2.502 4.926
28 H 1.719 4.060 2.984
29 H 2.639 0.473 -2.825
30 H 1.843 -3.660 0.522
31 H -1.083 -0.672 -2.857
32 H -4.147 -3.107 -0.175
33 H 1.087 -2.812 -2.679
34 H 1.284 5.730 3.382
35 H -5.923 -1.725 0.892
36 H -1.699 6.467 3.929
37 H -1.185 3.847 6.152
38 H -3.332 0.172 4.558
39 H -2.925 5.194 3.941
40 H -2.292 -1.118 2.693
41 H 3.460 -1.681 0.790
42 H 2.007 0.346 1.227
43 H 2.393 -1.137 -2.183
44 H 2.479 1.455 -0.589
45 H 0.289 -0.923 -3.937
46 H -6.070 -0.379 -0.237
47 H 2.387 -2.909 -0.962
48 H -5.507 -0.093 1.423
49 H 0.464 3.334 5.783
50 H -2.525 -2.407 0.000
51 H -0.652 -2.976 -2.751
52 H 3.735 0.209 -0.613
53 H 0.090 5.049 5.988
54 H -3.560 -2.624 1.423
55 H -3.961 0.869 -0.498
56 H -2.162 5.675 2.417
57 H 0.445 0.988 -2.415
58 H 0.761 5.012 1.849
59 H 2.043 -1.759 1.831

Summary:
Total charge   +1
DFT total energy   -90105.78467 eV
Spin multiplicity   5

Entry from the Open Molecules 2025 dataset: 2 unconnected molecules or ions with the total composition C17H33N2O5PS in a non-equilibrium geometry (ωB97M-V/def2-TZVPD).

CARTESIAN COORDINATES (ANGSTROEM)
1 S -3.728 -2.741 1.406
2 P -2.481 0.119 2.091
3 O -4.610 -2.661 0.099
4 O -3.733 2.285 3.576
5 O 2.132 2.397 -4.423
6 O -4.992 1.742 1.602
7 O -2.298 -3.241 1.091
8 N 4.030 3.587 -4.266
9 N 1.003 -0.697 -2.807
10 C -1.910 0.125 3.935
11 C -3.816 1.481 2.481
12 C 2.198 -0.783 -1.882
13 C 1.101 -1.845 -3.790
14 C -1.873 -0.388 -0.803
15 C 3.155 -2.072 -2.272
16 C -0.747 -0.976 4.282
17 C 0.702 -0.172 4.482
18 C -3.820 -1.191 2.452
19 C -0.158 0.274 -2.859
20 C -1.066 -1.839 5.679
21 C 4.041 1.228 -3.570
22 C 3.322 2.431 -4.115
23 C -0.738 0.706 -1.364
24 C 2.418 -2.833 -3.545
25 C 5.421 3.830 -3.967
26 C -2.954 0.282 0.236
27 H -2.499 -0.755 -1.751
28 H -4.341 -3.778 2.181
29 H -1.240 1.765 -1.392
30 H 0.147 0.772 -0.589
31 H -1.420 1.197 4.126
32 H -2.785 0.034 4.706
33 H 0.307 -2.023 -4.660
34 H -0.022 -2.102 6.194
35 H 4.863 0.950 -4.235
36 H 5.473 4.637 -3.232
37 H 2.753 -3.805 -4.106
38 H -1.479 -0.846 1.718
39 H 5.915 4.150 -4.887
40 H 4.172 -2.397 -1.757
41 H 3.346 0.386 -3.508
42 H -4.018 -0.123 -0.033
43 H -1.609 -2.852 5.372
44 H 0.163 1.235 -3.488
45 H -1.319 -1.336 -0.400
46 H 3.477 4.351 -4.638
47 H 1.622 -0.929 4.500
48 H -1.494 1.166 1.864
49 H 2.446 -0.061 -0.994
50 H 5.923 2.946 -3.573
51 H -1.738 -1.211 6.440
52 H 0.726 0.496 5.446
53 H 0.859 0.568 3.561
54 H -4.927 -0.766 2.322
55 H -3.776 -1.553 3.588
56 H -2.951 1.452 0.002
57 H 4.417 1.440 -2.566
58 H -0.559 -1.784 3.457
59 H -1.034 -0.275 -3.420

Summary:
Total charge   -2
DFT total energy   -51490.96661 eV

Entry from the Open Molecules 2025 dataset: a single C17H33N3O3S molecule in a non-equilibrium geometry (ωB97M-V/def2-TZVPD).

CARTESIAN COORDINATES (ANGSTROEM)
1 S 0.875 -2.516 0.891
2 O -0.264 -2.730 1.733
3 O -3.264 -0.222 -0.669
4 O 1.584 -1.268 1.025
5 N -0.543 2.774 0.743
6 N 0.420 -2.743 -0.689
7 N -1.234 -0.203 0.304
8 C -0.684 1.747 1.735
9 C -1.640 0.571 1.457
10 C -1.658 3.658 0.471
11 C -1.065 5.015 0.053
12 C 0.300 2.514 -0.398
13 C 3.530 -4.901 2.922
14 C -2.680 3.173 -0.571
15 C 0.750 -0.841 -2.215
16 C -1.612 -1.628 -1.660
17 C -0.971 -2.887 -1.049
18 C -0.685 -0.997 -2.710
19 C 0.948 3.830 -0.836
20 C 1.277 -2.183 -1.710
21 C -2.114 -0.622 -0.620
22 C -0.123 4.872 -1.141
23 C 2.547 -3.785 2.585
24 C 2.047 -3.874 1.155
25 H 1.577 3.661 -1.713
26 H 3.022 -2.812 2.722
27 H 1.078 1.808 -0.097
28 H 4.401 -4.855 2.273
29 H -1.499 -3.180 -0.140
30 H 0.311 1.330 1.918
31 H -0.252 2.076 -1.245
32 H 1.385 -0.487 -3.029
33 H 2.849 -3.761 0.431
34 H 0.801 -0.114 -1.406
35 H -0.313 -0.604 0.370
36 H 1.492 -4.788 0.967
37 H 3.863 -4.808 3.952
38 H -1.639 -0.082 2.338
39 H -2.659 0.915 1.279
40 H -2.188 3.792 1.422
41 H 3.060 -5.874 2.799
42 H -2.526 -1.949 -2.173
43 H -1.088 -0.027 -3.007
44 H -3.042 2.174 -0.353
45 H 1.580 4.192 -0.023
46 H -1.871 5.712 -0.186
47 H -1.026 2.224 2.661
48 H 1.684 -3.830 3.251
49 H -0.684 4.572 -2.027
50 H -0.680 -1.641 -3.595
51 H 2.267 -2.060 -1.271
52 H -0.502 5.418 0.897
53 H 0.343 5.835 -1.359
54 H -3.530 3.851 -0.576
55 H -1.040 -3.705 -1.777
56 H -2.254 3.161 -1.570
57 H 1.338 -2.902 -2.536

Summary:
Energy relative to the best compared isomer or geometry (same formula, charge and spin)   0.224 eV
Total charge   0
DFT total energy   -39613.24687 eV

Entry from the Open Molecules 2025 dataset: a molecular structure, C17H34ClGeN4O5RuSSe in a non-equilibrium geometry (ωB97M-V/def2-TZVPD).

CARTESIAN COORDINATES (ANGSTROEM)
1 Ru -0.005 0.630 -1.234
2 Se 2.161 -0.752 -1.983
3 Ge 1.959 1.408 -4.588
4 Cl 0.289 -0.378 1.579
5 S -0.192 3.022 -0.687
6 O 0.630 0.287 2.781
7 O -0.874 0.289 0.978
8 O -1.107 -1.325 -1.508
9 O 0.041 -1.751 1.710
10 O 1.368 -0.136 0.604
11 N -2.601 -3.009 -1.451
12 N -3.324 -0.816 -1.835
13 N 1.796 2.852 1.035
14 N -0.216 3.167 2.027
15 C -3.094 0.527 -1.365
16 C -3.169 3.610 4.139
17 C -4.191 -0.935 -3.006
18 C 0.036 1.001 -4.272
19 C -3.946 3.349 1.884
20 C 0.473 2.970 0.919
21 C -1.868 3.451 3.703
22 C -2.301 -1.720 -1.604
23 C -1.596 3.256 2.348
24 C 2.208 3.266 -4.019
25 C -4.215 3.561 3.229
26 C 2.672 0.904 -6.340
27 C -3.952 -3.540 -1.551
28 C 3.087 0.235 -3.346
29 C -1.543 -3.946 -1.081
30 C -2.645 3.192 1.436
31 C 1.575 -2.234 -3.082
32 H 3.265 3.520 -3.963
33 H -1.195 -4.511 -1.948
34 H -1.049 3.493 4.412
35 H -0.294 0.021 -4.610
36 H 1.735 3.932 -4.740
37 H -4.163 -3.892 -2.562
38 H 0.347 3.126 2.869
39 H -2.819 0.518 -0.312
40 H 2.357 2.689 0.219
41 H -4.000 1.113 -1.498
42 H -2.460 3.033 0.388
43 H -0.171 1.087 -3.181
44 H -3.369 3.780 5.187
45 H 3.811 0.873 -2.841
46 H 1.748 3.434 -3.044
47 H 3.754 1.031 -6.303
48 H -4.763 3.310 1.177
49 H 0.898 -2.834 -2.480
50 H 2.454 -0.138 -6.572
51 H -1.929 -4.646 -0.344
52 H 3.624 -0.485 -3.963
53 H 2.456 -2.815 -3.349
54 H -4.049 -4.387 -0.876
55 H 2.280 1.533 -7.137
56 H -0.568 1.761 -4.766
57 H -2.281 1.040 -1.939
58 H 1.070 -1.879 -3.978
59 H -5.242 -0.891 -2.716
60 H 2.234 2.696 1.931
61 H -4.013 -1.868 -3.533
62 H -0.716 -3.399 -0.639
63 H -4.688 -2.792 -1.268
64 H -3.993 -0.110 -3.696
65 H -5.235 3.682 3.565

Summary:
Energy relative to the best compared isomer or geometry (same formula, charge and spin)   1.240 eV
Total charge   +2
DFT total energy   -182156.62164 eV
Spin multiplicity   2

Entry from the Open Molecules 2025 dataset: a molecular structure, C17H34FInNO5S2 in a non-equilibrium geometry (ωB97M-V/def2-TZVPD).

CARTESIAN COORDINATES (ANGSTROEM)
1 In 1.751 2.599 0.757
2 S 3.657 -2.464 0.121
3 S 5.252 -4.284 -1.556
4 F 3.099 4.127 0.750
5 O 0.349 2.881 -0.774
6 O 2.255 -7.428 -0.401
7 O -2.096 -1.278 3.093
8 O -3.677 0.209 3.721
9 O -2.399 0.708 2.055
10 N 2.623 -4.643 -1.050
11 C 3.797 -3.929 -0.893
12 C -2.659 -0.221 2.961
13 C 2.872 0.003 -0.765
14 C 1.967 -5.064 0.198
15 C -1.770 3.910 -1.283
16 C -2.753 6.267 -0.952
17 C -0.481 3.976 -0.470
18 C -4.058 -0.702 4.747
19 C -2.874 4.764 -0.628
20 C 2.657 -5.724 -2.030
21 C 2.494 -1.458 -0.856
22 C 2.691 0.597 0.652
23 C -1.536 4.260 -2.752
24 C -4.281 4.260 -1.001
25 C 2.319 -6.480 0.644
26 C 3.128 -7.044 -1.454
27 C -1.317 0.394 1.164
28 H 0.830 2.755 2.282
29 H -3.233 -0.878 5.435
30 H 0.038 4.936 -0.615
31 H 0.886 -5.019 0.046
32 H -0.389 0.270 1.718
33 H -2.114 2.874 -1.256
34 H 1.467 -1.620 -0.535
35 H 2.146 -0.075 1.317
36 H 3.053 -7.808 -2.224
37 H -4.391 -1.648 4.321
38 H -4.989 4.462 -0.200
39 H 2.186 -4.370 1.000
40 H 3.911 0.136 -1.066
41 H 3.290 -6.519 1.151
42 H -1.256 5.300 -2.893
43 H -4.253 3.187 -1.191
44 H 3.215 -5.447 -2.917
45 H -0.745 3.613 -3.126
46 H -1.730 6.546 -1.183
47 H -3.405 6.531 -1.783
48 H 1.560 -6.783 1.363
49 H -2.786 4.653 0.453
50 H 4.151 -6.978 -1.081
51 H -2.440 4.042 -3.325
52 H -4.882 -0.234 5.280
53 H -4.640 4.733 -1.915
54 H 2.556 -1.795 -1.892
55 H -3.099 6.853 -0.100
56 H 1.624 -5.887 -2.351
57 H 2.268 0.558 -1.482
58 H -1.210 1.234 0.482
59 H -0.770 3.939 0.592
60 H -1.545 -0.508 0.596
61 H 3.681 0.709 1.099

Summary:
Total charge   -1
DFT total energy   -59470.90298 eV

Entry from the Open Molecules 2025 dataset: a molecular structure, C17H35AsBrIrNO3Sb (ωB97M-V/def2-TZVPD).

CARTESIAN COORDINATES (ANGSTROEM)
1 Ir 0.005 0.664 -0.319
2 Sb 0.282 -0.028 2.272
3 Br -2.961 -1.801 -5.714
4 As 2.353 0.955 -1.253
5 O -2.979 -0.158 0.979
6 O -0.502 2.860 -0.299
7 O 1.023 2.942 1.341
8 N -1.143 5.342 -0.247
9 C 0.171 3.443 0.626
10 C -0.644 1.323 3.643
11 C -2.197 -1.117 -4.168
12 C -2.096 -1.931 -3.029
13 C -1.026 -0.097 -1.836
14 C 2.601 -0.025 -2.903
15 C 3.900 0.441 -0.215
16 C 2.755 2.784 -1.739
17 C -0.076 4.950 0.740
18 C 2.371 -0.194 4.481
19 C -0.193 -2.024 2.863
20 C -1.206 -2.765 2.001
21 C -1.159 0.701 -3.010
22 C -1.732 0.206 -4.154
23 C -1.966 1.944 3.218
24 C -1.536 -1.422 -1.886
25 C 2.286 0.112 2.987
26 H -1.470 -2.052 -1.008
27 H 2.622 1.124 2.761
28 H 2.891 -0.584 2.407
29 H -1.964 5.752 0.200
30 H 4.793 0.589 -0.821
31 H 1.982 3.168 -2.403
32 H 0.771 -2.536 2.867
33 H -2.463 -2.948 -3.066
34 H -2.194 -2.313 2.073
35 H -0.801 1.725 -3.005
36 H 3.824 -0.609 0.062
37 H 3.718 2.823 -2.247
38 H 3.406 -0.127 4.818
39 H -0.404 5.191 1.748
40 H -2.261 2.713 3.933
41 H -0.748 0.772 4.579
42 H 2.020 -1.199 4.713
43 H -1.289 -3.801 2.330
44 H -0.526 -1.961 3.900
45 H 0.127 2.081 3.787
46 H -3.411 -0.914 0.565
47 H -2.761 1.203 3.176
48 H 3.529 0.283 -3.383
49 H -1.830 0.816 -5.041
50 H 2.649 -1.089 -2.674
51 H 2.799 3.385 -0.832
52 H -3.634 0.548 0.934
53 H 0.837 5.500 0.530
54 H 3.961 1.054 0.681
55 H -0.809 6.001 -0.950
56 H -1.406 4.449 -0.708
57 H -0.902 -2.780 0.953
58 H 1.791 0.513 5.075
59 H 1.761 0.154 -3.571
60 H -1.893 2.406 2.229

Summary:
Energy relative to the best compared isomer or geometry (same formula, charge and spin)   0.128 eV
Total charge   +2
DFT total energy   -166069.70807 eV
Spin multiplicity   5

Entry from the Open Molecules 2025 dataset: a molecular structure, C17H35Cl5FLiMgNO7S in a non-equilibrium geometry (ωB97M-V/def2-TZVPD).

CARTESIAN COORDINATES (ANGSTROEM)
1 Cl -0.276 -1.247 -4.987
2 Cl 2.014 0.125 -3.886
3 Cl 1.686 -2.777 -3.620
4 Cl -3.452 -0.599 -6.882
5 Cl 2.316 -1.562 -6.206
6 S -6.487 -2.840 -1.454
7 Mg 1.326 -0.382 -0.041
8 F 0.402 -4.533 -0.506
9 O 2.017 7.831 1.297
10 O -3.168 0.643 -0.264
11 O -6.117 -1.662 -6.973
12 O 0.225 2.978 2.189
13 O 3.233 5.966 3.226
14 O 3.372 -4.627 -1.153
15 O -3.799 -0.646 -2.026
16 N 1.630 -1.662 2.999
17 C -3.800 -0.223 -0.674
18 C 2.401 4.935 2.716
19 C -4.778 -1.217 0.007
20 C 4.109 -2.057 3.718
21 C -1.773 -2.674 -0.403
22 C 2.708 -1.835 3.310
23 C 0.957 8.045 2.215
24 C -4.767 -2.508 -0.899
25 C 1.461 -1.365 -4.676
26 C -6.270 -2.488 -7.994
27 C 4.257 -3.429 4.387
28 C -3.734 -2.082 -1.979
29 C 3.939 6.656 2.204
30 C 3.298 7.994 1.891
31 C -2.318 -2.708 -1.835
32 C -0.496 -2.244 -0.242
33 C 3.405 -3.571 5.642
34 Li -3.805 -0.557 -4.116
35 H -5.468 -3.240 -8.146
36 H 0.036 7.690 1.754
37 H -0.293 2.476 1.550
38 H 3.564 -4.548 6.100
39 H -7.231 -2.945 -0.313
40 H -0.384 3.119 2.922
41 H -5.744 -0.702 0.086
42 H 2.642 -4.962 -0.574
43 H 1.742 4.608 3.518
44 H 3.013 4.085 2.396
45 H -2.428 -2.951 0.432
46 H -4.014 -2.381 -3.020
47 H -7.172 -3.143 -7.944
48 H 2.340 -3.488 5.417
49 H -2.365 -3.761 -2.161
50 H 0.293 -2.932 0.162
51 H 1.113 7.501 3.149
52 H 3.235 8.614 2.790
53 H -1.629 -2.166 -2.509
54 H -4.375 -3.445 -0.486
55 H 3.923 8.520 1.162
56 H 4.407 -1.263 4.403
57 H -0.341 -1.153 -0.520
58 H 4.746 -1.997 2.834
59 H -4.340 -1.562 0.960
60 H 3.778 -3.815 -0.783
61 H 0.855 9.115 2.426
62 H 1.789 5.283 1.882
63 H 3.983 -4.216 3.679
64 H 3.044 -4.473 -2.061
65 H 5.306 -3.583 4.647
66 H -6.371 -2.032 -8.994
67 H 4.016 6.042 1.301
68 H 4.952 6.832 2.579
69 H 3.661 -2.807 6.379

Summary:
Total charge   +1
DFT total energy   -115814.32514 eV

total charge of number 1 (C17H33BrGeN2O5SbSe4Ti)? -2

Among the records above, which one has the highest DFT total energy? C17H33N3O3S

Look up the total charge of the first one. -2